2 unconnected molecules or ions with the total composition C4H7NO2. Source: the OMol25 dataset; level of theory: ωB97M-V/def2-TZVPD.

CARTESIAN COORDINATES (ANGSTROEM)
O -1.12649 -1.07681 1.18960
O 1.89990 -0.19997 -0.42320
N 0.84842 -0.38476 2.09212
C 0.70673 -0.44560 -0.27964
C 0.02579 -0.71585 1.08164
C -0.46677 1.19294 -0.83480
C -1.04470 0.22343 -1.61904
H 1.78944 -0.09075 1.87594
H -1.94709 -0.28171 -1.31002
H -0.99485 1.54978 0.03654
H 0.28158 1.85205 -1.25100
H 0.53190 -0.45308 3.04494
H 0.17033 -1.18978 -0.99083
H -0.67421 0.02012 -2.61227

As for the energy above the lowest of the compared OMol25 structures with the same formula, charge and spin: 291.67 kJ/mol. For the maximum force, the calculation gives 3.87 eV/Å. The value obtained for the HOMO-LUMO gap is 9.27 eV. The value obtained for the electronic energy is -361.769767 Eh. As for the spin multiplicity: 1. The SMILES is NC(=O)C=O.C=C. The lowest unoccupied orbital energy comes out at 0.11 eV. The value obtained for the HOMO energy is -9.1605 eV.

Atom charges from the Mulliken analysis, given in e for atoms 1 to 4: -0.609 -0.634 -0.373 0.342

***

A single C17H20N4O4S molecule. Source: the OMol25 dataset; level of theory: ωB97M-V/def2-TZVPD.

CARTESIAN COORDINATES (ANGSTROEM)
S 3.91052 2.22012 0.56237
O 7.99773 -0.78099 1.24949
O 7.79249 -2.61597 -0.12995
O 5.07786 3.35012 0.18269
O 3.45894 2.09512 1.93591
N 7.46456 -1.57514 0.51359
N 1.31718 2.33069 -0.34445
N -4.49412 -0.18503 0.59021
N 2.72965 2.53240 -0.51246
C -5.40090 0.40018 -0.16678
C 3.92732 0.01783 -1.15304
C -4.77439 -2.52606 1.04014
C 4.48412 0.68918 -0.25870
C 0.99529 1.36725 0.12428
C 5.45255 -1.67706 -0.90198
C -3.20489 0.11666 0.61509
C -2.22713 -0.32812 1.08477
C 6.18728 -0.89274 -0.04212
C -5.21657 -0.17459 -1.81023
C -0.34632 0.96174 0.29710
C 4.33640 -1.05083 -1.83804
C -0.85966 0.14937 1.13546
C -1.41785 1.69988 -0.53098
C 5.58829 0.30335 0.52156
C -2.70641 1.32502 -0.49493
C -4.87334 -1.26828 1.32980
H -5.84526 0.12451 -2.35682
H -4.94004 -3.23374 1.74088
H -1.01836 2.69941 -1.02662
H 5.84440 -2.70492 -1.29983
H -4.31525 0.12570 -2.10073
H -3.66091 -2.66454 0.58419
H -4.15892 -1.06505 2.38916
H -0.04693 -0.50043 1.73846
H 3.84185 -1.60894 -2.38733
H 6.26641 0.80645 1.14334
H -5.45826 -2.69822 0.09938
H -3.36859 1.86898 -1.13101
H 1.66150 0.73934 0.87334
H 2.93947 0.21170 -1.55132
H -2.35505 -1.43859 1.70922
H -6.44566 -0.02234 -0.04563
H 2.81995 3.46679 -1.01924
H -6.04170 -0.79542 1.66656
H -5.46533 -1.22490 -1.56394
H -5.45196 1.43009 -0.46082

As for the energy above the lowest of the compared OMol25 structures with the same formula, charge and spin: 2098.97 kJ/mol. For the maximum force, the calculation gives 18.63 eV/Å. The value obtained for the HOMO-LUMO gap is 7.15 eV. The value obtained for the electronic energy is -1577.205411 Eh. As for the spin multiplicity: 1. The SMILES is CCN(CC)c1ccc(/C=N/NS(=O)(=O)c2cccc([N+](=O)[O-])c2)cc1. The lowest unoccupied orbital energy comes out at -0.92 eV. The value obtained for the HOMO energy is -8.0764 eV.

Atom charges from the Mulliken analysis, given in e for atoms 1 to 4: 0.983 -0.553 -0.544 -0.641

***

2 unconnected molecules or ions with the total composition C17H35BClN4O5S. Source: the OMol25 dataset; level of theory: ωB97M-V/def2-TZVPD.

CARTESIAN COORDINATES (ANGSTROEM)
Cl 2.03522 2.91774 -1.36837
S -0.43080 -0.92979 6.16106
O -0.34373 -2.30949 5.60917
O -1.56374 -2.83795 -0.47525
O -2.61221 2.98133 3.03030
O -2.23166 1.43490 4.60102
O 2.78839 -1.06704 -4.23873
N -0.52691 -0.72137 -1.05421
N 1.37513 0.65207 -3.61595
N 0.40059 0.82711 -2.66470
N 1.19672 -1.24936 -2.54323
C 0.31072 -0.37932 -2.02971
C -1.06157 1.10111 0.58981
C 0.95808 -0.73139 7.28373
C -0.25006 2.11931 -2.55075
C 0.85173 -2.97963 1.58342
C -1.74168 3.20328 1.89918
C -1.55996 0.15290 -0.50126
C 0.72949 3.29811 -2.53318
C 1.81733 -0.60623 -3.49547
C 2.48899 -1.44386 -5.62037
C -1.70224 -0.95079 7.42409
C -0.01187 4.53736 -2.05017
C 0.92677 -2.68647 0.07024
C 2.22566 -2.91985 -5.74426
C -2.08124 2.21981 0.78144
C 0.88389 -3.37971 -5.15940
C -1.99129 2.49745 4.13981
B -0.40244 -2.11490 -0.49241
H 0.00221 4.54315 -0.96559
H 3.05616 -3.42300 -5.25696
H 1.73764 -1.98228 -0.10092
H 0.97802 -1.56012 7.99117
H 1.17126 3.47059 -3.50764
H 0.24664 -2.52637 -4.93937
H 0.49664 5.43215 -2.38561
H 1.19440 -3.57795 -0.49359
H 1.03885 -3.92968 -4.23997
H -2.21496 2.76403 -0.15335
H -0.14588 1.56805 0.22570
H 1.86824 -0.73345 6.68808
H 1.25146 -2.14521 2.14229
H -3.05577 1.79500 1.00866
H 1.65403 -0.86000 -6.00415
H 1.49101 -3.82105 1.82359
H -1.50203 -1.75984 8.12603
H 0.86471 0.21914 7.80874
H -1.88170 -3.03316 0.41194
H -0.87596 0.56641 1.51600
H 3.37960 -1.18597 -6.17979
H -0.88968 2.25977 -3.42050
H -0.69732 3.11399 2.19594
H -2.31443 -0.49731 -0.06983
H -1.05079 4.52598 -2.36751
H 2.29114 -3.16855 -6.80006
H -1.30269 3.21263 4.59941
H -1.71792 0.01066 7.93631
H -1.91276 4.22453 1.57546
H 1.71187 1.32034 -4.28705
H -0.81417 2.18137 -1.63672
H -2.65604 -1.11533 6.92841
H -0.14306 -3.20923 1.94741
H 0.34118 -4.00238 -5.85943
H -2.07722 0.68776 -1.29301

Its total charge is +1. For the maximum force, the calculation gives 1.14 eV/Å. The value obtained for the HOMO-LUMO gap is 7.88 eV. The value obtained for the electronic energy is -2147.006446 Eh. As for the spin multiplicity: 1. The lowest unoccupied orbital energy comes out at -2.48 eV. The value obtained for the HOMO energy is -10.3555 eV.

Atom charges from the Mulliken analysis, given in e for atoms 1 to 4: -0.141 0.664 -0.677 -0.603

***

Look up the HOMO of the first one.
-9.1605 eV

***

Which formula does entry 1 have?
C4H7NO2